No. 1
{
  "formula": "C2H5NS3",
  "method": "wB97M-V/def2-TZVPD",
  "smiles": "CSC(=S)NS",
  "orbital_gap_ev": 9.18,
  "species": ["C", "C", "H", "H", "H", "H", "H", "N", "S", "S", "S"],
  "coordinates": [[1.92907, -1.04904, 0.71312], [-0.47402, 0.12501, -0.44350], [2.89164, -0.77084, 0.94161], [1.30690, -1.57056, 1.46181], [2.04828, -1.80045, -0.04977], [-0.67387, 2.12289, -0.15440], [-3.41763, 0.95749, -0.28124], [-1.10651, 1.30994, -0.54631], [1.23906, 0.49514, 0.09928], [-1.14657, -1.34524, -0.50725], [-2.59636, 1.52566, -1.23336]],
  "forces_ev_per_angstrom": [[-2.663, -1.125, -0.921], [1.576, -0.114, 1.529], [2.146, 0.539, 1.364], [0.524, 0.807, 0.163], [-0.178, -0.027, -0.769], [0.266, 0.236, 0.114], [0.609, 0.281, -0.374], [0.089, 0.062, -0.151], [-0.875, -0.337, -0.440], [0.024, -0.248, -0.368], [-1.518, -0.075, -0.147]]
}


No. 2
{
  "formula": "C30H84N7O9",
  "method": "wB97M-V/def2-TZVPD",
  "charge": 5,
  "orbital_gap_ev": 9.91,
  "species": ["N", "O", "O", "O", "C", "N", "C", "C", "C", "C", "O", "H", "H", "H", "H", "H", "H", "H", "H", "H", "H", "H", "H", "H", "H", "C", "N", "C", "C", "C", "C", "O", "H", "H", "H", "H", "H", "H", "H", "H", "H", "H", "H", "H", "H", "H", "C", "N", "C", "C", "C", "C", "O", "H", "H", "H", "H", "H", "H", "H", "H", "H", "H", "H", "H", "H", "H", "C", "N", "C", "C", "C", "C", "O", "H", "H", "H", "H", "H", "H", "H", "H", "H", "H", "H", "H", "H", "H", "C", "N", "C", "C", "C", "C", "O", "H", "H", "H", "H", "H", "H", "H", "H", "H", "H", "H", "H", "H", "H", "C", "N", "C", "C", "C", "C", "O", "H", "H", "H", "H", "H", "H", "H", "H", "H", "H", "H", "H", "H", "H"],
  "coordinates": [[-0.17349, -0.00647, 0.44242], [-1.09566, 0.81088, 0.68145], [0.34528, -0.65659, 1.37015], [0.33354, -0.01919, -0.70907], [0.46751, -0.91375, -6.14483], [-0.25132, -1.43359, -4.92451], [-0.44216, -0.27071, -3.98442], [-1.59797, -1.97465, -5.28779], [0.56224, -2.47338, -4.17712], [1.27465, -3.43655, -5.11547], [0.35755, -4.17968, -5.90039], [0.30047, -1.61795, -6.95625], [1.51407, -0.83590, -5.87221], [0.03060, 0.03732, -6.43584], [0.48497, 0.28786, -3.89336], [-0.79738, -0.64118, -3.02541], [-1.20895, 0.37510, -4.40900], [-2.21910, -1.16000, -5.65705], [-2.06025, -2.41172, -4.40673], [-1.49819, -2.70522, -6.08410], [-0.10647, -2.93133, -3.45384], [1.35066, -1.91125, -3.66834], [1.90459, -4.11957, -4.53229], [2.02626, -2.94719, -5.73620], [0.27075, -5.04064, -5.47723], [1.43682, -5.45605, -0.58557], [1.82911, -4.30878, 0.31557], [1.66036, -3.01661, -0.46152], [0.75254, -4.22042, 1.34507], [3.19958, -4.48268, 0.97135], [4.35183, -3.81415, 0.24948], [4.49900, -4.41827, -1.01092], [0.39617, -5.32115, -0.85520], [1.54135, -6.35678, 0.01996], [2.15053, -5.54198, -1.39940], [2.27010, -3.07679, -1.36028], [2.06980, -2.24894, 0.18737], [0.61572, -2.84057, -0.68342], [0.84245, -5.04595, 2.05009], [-0.23317, -4.26233, 0.88553], [0.77854, -3.26181, 1.86388], [3.37188, -5.55614, 0.89297], [3.05762, -4.21878, 2.01542], [5.19530, -4.12926, 0.87735], [4.33637, -2.72449, 0.26945], [4.65993, -3.79049, -1.71979], [3.20486, 4.35354, -1.19753], [2.51089, 3.29054, -2.02214], [1.05514, 3.31479, -1.72179], [2.74647, 3.59158, -3.48182], [3.18890, 1.95067, -1.78541], [3.28797, 1.49871, -0.33357], [4.13824, 2.37741, 0.41367], [2.86172, 5.29618, -1.63383], [4.27183, 4.35238, -1.38834], [2.85270, 4.28750, -0.17934], [0.56270, 2.52059, -2.28656], [0.67707, 4.28633, -2.02516], [0.81471, 3.06033, -0.69162], [2.15356, 4.44623, -3.79064], [2.49418, 2.68849, -4.03213], [3.81207, 3.77364, -3.59308], [4.21476, 2.06113, -2.13313], [2.65405, 1.19011, -2.35251], [3.66480, 0.47950, -0.22940], [2.32665, 1.47138, 0.18857], [4.95351, 1.93354, 0.66799], [3.54414, 3.40972, 5.76194], [2.93424, 2.21973, 5.06172], [3.06749, 2.33734, 3.56704], [3.70433, 0.95574, 5.36629], [1.50667, 1.91783, 5.45951], [0.50393, 2.98892, 5.10107], [0.64849, 4.15312, 5.90674], [3.18236, 4.31832, 5.29592], [4.61967, 3.26902, 5.70980], [3.20147, 3.34984, 6.79111], [3.16607, 1.38267, 3.06798], [3.94077, 2.96228, 3.37738], [2.27069, 2.93812, 3.13478], [4.72603, 1.15849, 5.04342], [3.27762, 0.12220, 4.82456], [3.77899, 0.78358, 6.43895], [1.54882, 1.72066, 6.53147], [1.23565, 0.97580, 4.97831], [-0.51170, 2.59420, 5.20224], [0.59184, 3.40177, 4.09759], [0.35169, 3.96585, 6.80569], [-4.13379, -1.67614, 4.73539], [-3.40775, -2.19730, 3.52737], [-3.28984, -1.04272, 2.56157], [-2.06431, -2.61038, 4.04108], [-4.15727, -3.34859, 2.86896], [-4.76874, -4.34624, 3.81441], [-3.67873, -4.98949, 4.50573], [-3.60512, -0.80611, 5.12428], [-4.07113, -2.44621, 5.49650], [-5.15839, -1.35633, 4.55988], [-4.31763, -0.85850, 2.25120], [-2.68201, -1.35927, 1.72197], [-2.98352, -0.16862, 3.12400], [-2.05755, -2.95959, 5.06388], [-1.46938, -1.69408, 3.98247], [-1.56973, -3.31507, 3.37906], [-3.40743, -3.76878, 2.19653], [-4.88914, -2.90090, 2.19589], [-5.32483, -5.10053, 3.25637], [-5.42001, -3.88287, 4.55333], [-4.04184, -5.21034, 5.37230], [-4.61981, 3.95428, -4.26946], [-4.18065, 3.69492, -2.84942], [-3.73871, 5.02235, -2.30156], [-5.41235, 3.25531, -2.08742], [-3.10861, 2.63365, -2.90810], [-2.43461, 2.31840, -1.59126], [-3.35078, 1.67182, -0.73207], [-3.76070, 4.37261, -4.78807], [-5.42874, 4.68017, -4.25173], [-4.99302, 3.05718, -4.75659], [-2.88863, 5.45210, -2.82330], [-3.62675, 4.95305, -1.22401], [-4.59849, 5.65914, -2.50357], [-5.13698, 3.16948, -1.04536], [-5.77898, 2.36756, -2.59572], [-6.18575, 4.00802, -2.23099], [-2.35269, 3.04164, -3.58197], [-3.59755, 1.74669, -3.31017], [-2.16917, 3.26897, -1.10945], [-1.54875, 1.69371, -1.71918], [-2.88017, 1.13501, -0.07847]],
  "forces_ev_per_angstrom": [[0.804, 1.499, 0.417], [-0.073, -0.758, 0.024], [-0.441, -0.312, -0.419], [-0.212, -0.556, -0.118], [-0.450, -0.527, 0.099], [-0.128, 0.662, 0.439], [-0.543, -0.259, -0.264], [-0.278, 0.106, -0.408], [0.914, 0.491, -0.792], [-0.053, -1.020, 0.239], [0.342, 0.340, 0.345], [0.312, -0.070, -0.008], [0.083, 0.241, -0.283], [0.053, 0.077, 0.129], [0.111, -0.183, 0.125], [0.216, 0.041, 0.107], [0.065, 0.031, -0.074], [0.083, 0.075, 0.047], [0.035, -0.036, 0.001], [0.113, -0.170, 0.182], [0.015, -0.168, -0.052], [-0.165, 0.017, 0.224], [-0.207, 0.110, 0.307], [-0.385, 0.243, -0.274], [-0.172, -0.176, -0.398], [0.895, -0.374, 0.845], [-1.741, 0.798, -0.896], [1.433, -0.397, 0.394], [-0.215, -0.136, 0.904], [-0.741, -0.412, -0.758], [0.487, -0.606, 0.989], [-0.568, 0.058, -0.388], [0.064, 0.001, -0.369], [-0.210, -0.083, -0.106], [-0.159, 0.215, -0.175], [-0.122, -0.062, -0.075], [-0.404, 0.346, -0.137], [-0.045, -0.028, 0.072], [0.064, 0.005, -0.028], [0.150, -0.204, -0.282], [0.437, -0.039, 0.016], [0.120, -0.003, 0.294], [0.383, 0.245, -0.001], [0.182, 0.325, -0.099], [-0.166, 0.022, -0.282], [0.310, 0.097, 0.146], [-0.914, 1.045, -1.211], [0.954, -0.229, 0.272], [-0.259, -0.815, -0.319], [0.099, -0.365, 0.391], [-0.069, -0.339, 0.766], [0.024, 0.474, 1.056], [-0.122, -0.217, 0.042], [-0.142, 0.037, 0.237], [0.088, -0.473, 0.490], [0.480, -0.101, 0.185], [0.141, 0.133, -0.284], [-0.073, 0.048, 0.209], [0.394, 0.371, 0.174], [0.041, 0.045, 0.004], [-0.169, 0.165, -0.204], [-0.040, 0.180, -0.168], [-0.097, 0.024, -0.330], [-0.030, 0.108, -0.149], [-0.026, -0.056, -0.646], [-0.152, 0.121, -0.323], [0.042, -0.005, -0.144], [-0.435, -0.746, 0.168], [-0.241, -1.528, -0.990], [0.259, 1.634, -0.109], [1.066, 0.893, 0.618], [0.056, 0.025, -0.247], [-0.324, 1.149, 0.814], [0.143, -0.357, 0.011], [0.081, 0.074, 0.038], [0.049, 0.324, -0.059], [0.162, 0.235, 0.074], [-0.165, -0.144, 0.176], [0.278, -0.414, 0.013], [-0.280, -0.298, 0.193], [-0.016, -0.276, -0.173], [-0.107, -0.051, 0.096], [-0.414, -0.034, 0.016], [-0.205, 0.176, 0.040], [0.109, 0.058, -0.143], [0.099, -0.238, -0.072], [0.084, -0.494, -0.197], [-0.079, 0.161, 0.010], [0.082, 0.129, 0.600], [-0.614, 0.183, 0.995], [-1.042, -0.842, 0.358], [1.119, 1.055, -0.692], [0.167, 0.583, -0.712], [1.009, -0.586, 0.355], [-0.634, 0.570, 0.095], [0.188, -0.064, -0.163], [-0.329, 0.011, 0.046], [-0.030, -0.327, -0.413], [0.097, 0.109, -0.305], [0.279, 0.358, 0.024], [0.641, -0.026, -0.274], [-0.395, -0.283, -0.082], [0.081, -0.089, 0.240], [-0.363, -0.247, -0.009], [-0.084, -0.478, 0.203], [-0.294, 0.013, 0.334], [-0.159, 0.205, -0.161], [-0.289, 0.112, -0.294], [0.353, -0.435, 0.025], [0.128, 0.279, 0.019], [-0.486, 0.184, -0.555], [-0.897, -0.040, 0.061], [0.192, 0.330, -0.556], [0.055, 0.242, 0.319], [-0.698, 0.297, 0.928], [-0.458, -0.327, -0.239], [-0.114, -0.055, -0.243], [0.056, 0.066, 0.014], [0.203, -0.176, 0.160], [0.208, -0.358, 0.019], [0.292, 0.005, -0.028], [0.161, 0.280, 0.201], [-0.238, -0.454, 0.034], [0.114, -0.359, 0.531], [0.171, 0.198, 0.121], [-0.088, -0.191, -0.205], [0.138, 0.009, -0.151], [0.524, -0.066, -0.168], [0.090, 0.149, -0.250], [0.379, 0.269, -0.158]]
}


No. 3
{
  "formula": "C2H14N2O3",
  "method": "wB97M-V/def2-TZVPD",
  "smiles": "CNCN.O.O.O",
  "orbital_gap_ev": 10.60,
  "species": ["C", "N", "C", "N", "H", "H", "H", "H", "H", "H", "H", "H", "H", "H", "O", "H", "H", "O", "H", "H", "O"],
  "coordinates": [[-1.51544, 0.49312, 1.35598], [-1.32298, 0.17080, -0.05888], [-0.95189, -1.27018, -0.18314], [-0.83888, -1.55970, -1.58219], [-2.16545, 1.29128, 1.53079], [-2.16420, -0.31903, 2.05900], [-0.54004, 0.57227, 1.80251], [-2.29080, 0.10910, -0.59460], [-1.69219, -1.86371, 0.34104], [-0.01943, -1.43828, 0.35152], [0.03964, -0.99918, -1.94929], [-0.38034, -2.49719, -1.67006], [-0.17975, 1.10655, -0.99072], [-0.41785, 2.17521, -2.00253], [0.23953, 1.91072, -1.40303], [2.25106, -0.47814, 0.62396], [3.28099, -1.42778, 0.18630], [2.47387, -1.38049, 0.73208], [2.63133, 2.22264, 0.84846], [1.44492, 1.75366, 0.00551], [2.11792, 1.42835, 0.59728]],
  "forces_ev_per_angstrom": [[-1.366, -3.175, 1.349], [-3.087, -1.995, -0.894], [0.780, 1.068, 0.899], [3.220, -0.251, -1.790], [-0.339, 1.937, -0.173], [1.851, 1.234, -2.064], [0.209, 0.353, 0.392], [2.313, 0.857, 1.467], [-0.424, -0.424, -0.302], [0.240, 0.166, 0.211], [-2.365, -0.848, 0.886], [-1.051, 0.613, 0.141], [-0.179, 0.553, 0.120], [-1.205, 0.848, -1.314], [1.322, -1.054, 1.099], [-0.526, 1.962, 0.140], [-0.467, -0.283, 0.432], [1.065, -1.701, -0.531], [-0.408, -0.797, -0.171], [-0.505, 0.440, -0.705], [0.922, 0.497, 0.808]]
}


No. 4
{
  "formula": "F2H2O2Si",
  "method": "wB97M-V/def2-TZVPD",
  "smiles": "O[Si](O)(F)F",
  "orbital_gap_ev": 12.77,
  "species": ["O", "O", "F", "F", "Si", "H", "H"],
  "coordinates": [[0.56983, -1.35216, -0.11410], [0.56985, 1.35215, 0.11409], [-1.22645, 0.17220, -1.26581], [-1.22642, -0.17219, 1.26583], [-0.28046, 0.00000, 0.00000], [0.79686, -1.74522, -0.95094], [0.79680, 1.74523, 0.95093]],
  "forces_ev_per_angstrom": [[0.236, -0.259, 0.235], [0.236, 0.259, -0.235], [0.214, -0.075, 0.070], [0.214, 0.075, -0.070], [-1.049, 0.000, 0.000], [0.074, -0.089, -0.294], [0.074, 0.089, 0.295]]
}